No. 1
ORCA calculation (ωB97M-V with the def2-TZVPD basis set) on a gas-phase ion, C24H34N3O3 (charge +1).

Geometry as XYZ:
```
64
Properties=species:S:1:pos:R:3:forces:R:3
C -6.150 -1.815 -1.769 0.0 0.4 0.2
C -6.528 -0.700 -0.800 -0.2 -0.4 -0.1
H -7.456 -0.225 -1.125 0.1 -0.1 0.1
H -6.675 -1.089 0.214 0.0 0.1 -0.1
O -5.583 0.359 -0.794 0.1 0.2 -0.1
C -4.405 0.216 -0.152 0.3 0.0 0.2
C -4.017 -0.867 0.631 -0.4 0.1 -0.2
C -2.785 -0.880 1.264 0.4 0.1 0.1
C -1.897 0.177 1.138 0.0 0.1 0.0
C -2.287 1.264 0.340 0.0 -0.3 0.0
C -3.513 1.283 -0.289 -0.1 -0.2 0.1
H -3.804 2.125 -0.895 0.0 0.1 -0.1
N -1.391 2.362 0.193 -0.4 0.0 0.1
C -0.180 2.212 -0.335 0.2 0.4 0.0
O 0.176 1.151 -0.854 0.0 0.0 -0.1
C 0.731 3.442 -0.279 0.2 0.1 -0.1
N 2.152 3.201 -0.295 -0.4 -0.1 0.0
C 2.755 2.711 -1.526 0.2 0.2 -0.2
C 3.470 1.365 -1.318 0.3 0.5 -0.5
N 2.648 0.554 -0.401 -0.4 -0.2 -0.2
H 1.634 0.733 -0.728 0.4 0.0 0.2
C 2.829 -0.896 -0.443 0.0 -0.7 -0.1
C 1.666 -1.629 -0.656 0.1 0.0 -0.1
C 1.682 -3.014 -0.703 0.2 0.1 0.0
C 2.905 -3.654 -0.529 -0.1 0.1 0.0
C 4.055 -2.925 -0.317 -0.1 0.1 0.0
C 4.056 -1.531 -0.265 -0.1 0.1 0.0
C 5.365 -0.829 -0.058 0.0 0.0 -0.1
H 5.293 0.017 0.621 0.1 0.1 0.0
H 5.761 -0.476 -1.011 0.1 0.1 0.0
H 6.090 -1.525 0.355 0.0 0.0 0.0
H 4.992 -3.444 -0.186 0.1 0.0 0.0
H 2.952 -4.731 -0.560 0.0 -0.2 0.0
C 0.430 -3.794 -0.938 0.0 0.0 0.0
H -0.440 -3.143 -0.956 -0.1 0.0 0.0
H 0.298 -4.544 -0.160 -0.1 -0.1 0.0
H 0.490 -4.318 -1.891 -0.1 -0.1 -0.1
H 0.730 -1.106 -0.788 -0.1 0.1 0.0
C 2.646 1.112 0.974 0.0 0.5 0.6
C 2.753 2.652 0.890 0.1 -0.1 0.1
H 3.805 2.952 0.891 0.0 0.0 0.1
H 2.287 3.095 1.771 0.1 0.0 0.0
H 3.474 0.700 1.553 0.0 -0.1 -0.1
H 1.707 0.811 1.443 0.1 -0.1 -0.1
H 4.464 1.519 -0.899 -0.1 -0.1 0.0
H 3.565 0.836 -2.267 0.0 0.0 0.1
H 3.487 3.446 -1.884 0.0 -0.2 -0.1
H 1.984 2.607 -2.291 0.1 0.0 0.0
H 0.488 4.070 -1.144 -0.1 0.0 0.1
H 0.502 4.018 0.621 -0.1 0.0 -0.1
H -1.708 3.270 0.500 0.2 0.0 0.0
O -0.671 0.267 1.748 -0.2 0.1 -0.3
C -0.418 -0.551 2.883 0.2 -0.3 0.3
C 0.231 -1.887 2.535 -0.2 0.4 0.0
H 0.387 -2.455 3.447 0.0 -0.1 0.1
H -0.396 -2.466 1.863 -0.1 -0.1 -0.1
H 1.193 -1.734 2.051 0.1 0.0 0.0
H 0.263 0.037 3.507 -0.1 -0.1 0.0
H -1.345 -0.707 3.444 0.1 0.1 0.0
H -2.533 -1.738 1.867 0.1 -0.1 0.1
H -4.666 -1.716 0.769 -0.1 -0.1 0.0
H -6.933 -2.568 -1.778 -0.1 -0.1 0.0
H -6.040 -1.410 -2.771 0.0 0.0 -0.1
H -5.212 -2.285 -1.483 0.1 -0.1 0.0
```
Forces are in eV/Å.

Output
- charge = +1
- highest occupied orbital energy (eV) = -10.47

No. 2
ORCA calculation (ωB97M-V with the def2-TZVPD basis set) on C24H34N4O5S in the gas phase.

Geometry as XYZ:
```
68
Properties=species:S:1:pos:R:3:forces:R:3
C 0.237 4.193 0.268 -0.1 0.0 0.1
H 0.256 4.744 1.205 0.1 0.1 0.1
H 0.305 4.903 -0.554 0.0 0.1 -0.1
H 1.103 3.537 0.229 0.1 0.0 0.0
C -1.048 3.372 0.162 0.2 0.0 -0.1
C -1.083 2.557 -1.087 -0.5 0.3 -0.1
C -1.975 2.560 -2.089 0.5 -0.1 0.2
C -3.202 3.381 -2.258 0.1 0.0 0.1
H -4.064 2.829 -1.884 -0.1 0.0 0.0
H -3.372 3.603 -3.309 -0.1 0.1 -0.1
H -3.129 4.312 -1.702 -0.1 0.1 0.0
C -1.603 1.527 -3.104 -0.1 -0.1 -0.2
N -0.392 0.955 -2.565 -0.1 -0.1 -0.2
C -0.064 1.537 -1.363 0.1 -0.1 -0.1
O 0.913 1.242 -0.691 0.1 0.1 0.3
C 0.271 -0.078 -3.250 0.3 0.3 0.5
O -0.138 -0.456 -4.328 -0.2 -0.2 -0.4
N 1.345 -0.557 -2.601 0.2 0.1 0.3
H 1.553 -0.139 -1.697 -0.1 0.0 -0.1
C 2.146 -1.652 -3.099 -0.2 -0.1 -0.4
H 2.645 -1.354 -4.028 0.1 -0.1 0.1
H 2.906 -1.857 -2.344 0.0 0.0 0.0
C 1.312 -2.918 -3.379 0.1 0.1 0.0
C 0.334 -3.163 -2.268 0.0 -0.1 0.0
C -1.024 -2.943 -2.481 -0.1 -0.1 0.1
C -1.928 -3.074 -1.443 -0.1 0.0 -0.1
C -1.467 -3.424 -0.189 -0.3 -0.1 0.5
C -0.129 -3.672 0.042 0.1 -0.1 0.1
C 0.769 -3.547 -1.004 -0.2 0.0 -0.1
H 1.819 -3.737 -0.834 0.1 0.0 0.0
H 0.186 -3.954 1.034 0.1 0.0 0.1
S -2.626 -3.404 1.165 -0.2 0.2 -0.1
O -3.805 -4.149 0.857 0.0 0.2 -0.3
O -1.934 -3.673 2.393 0.2 0.0 -0.2
N -3.089 -1.785 1.173 -0.2 -0.9 0.1
C -2.103 -0.782 1.121 0.3 0.0 0.3
O -2.217 0.179 0.389 -0.2 0.4 -0.2
N -1.082 -1.029 1.948 0.3 0.0 0.2
H -1.133 -1.860 2.524 0.0 0.2 0.1
C 0.070 -0.158 2.079 0.0 0.0 0.1
C 0.047 0.591 3.411 0.0 0.2 -0.3
C 1.250 1.524 3.502 0.0 -0.4 0.3
C 2.560 0.749 3.365 0.1 0.3 -0.3
C 3.758 1.691 3.442 -0.2 -0.3 0.1
H 3.721 2.415 2.631 0.0 0.1 -0.1
H 3.760 2.233 4.386 0.1 0.1 0.1
H 4.690 1.136 3.364 0.1 0.0 0.0
C 2.560 -0.020 2.043 -0.1 -0.3 0.3
C 1.362 -0.961 1.952 0.0 0.3 -0.3
H 1.370 -1.484 0.994 0.0 -0.1 0.0
H 1.406 -1.706 2.751 0.0 -0.1 0.1
H 2.509 0.688 1.214 0.1 0.1 -0.1
H 3.487 -0.591 1.948 0.1 0.0 -0.1
H 2.628 0.029 4.189 0.0 0.0 0.0
H 1.191 2.264 2.701 0.0 0.1 -0.1
H 1.232 2.057 4.455 0.0 0.1 0.0
H -0.881 1.161 3.493 -0.1 0.0 0.0
H 0.072 -0.132 4.231 0.0 -0.1 0.1
H 0.015 0.558 1.255 0.0 -0.1 0.1
H -3.889 -1.595 0.589 0.0 0.0 -0.1
H -2.983 -2.908 -1.592 -0.1 0.1 -0.1
H -1.364 -2.647 -3.462 0.0 0.0 -0.1
H 0.768 -2.775 -4.312 0.1 -0.1 0.0
H 1.994 -3.762 -3.489 0.0 0.0 0.0
H -1.419 1.948 -4.099 -0.1 0.0 0.1
H -2.375 0.757 -3.207 0.0 0.1 0.0
H -1.111 2.683 1.008 -0.1 0.0 0.1
H -1.918 4.029 0.198 0.0 -0.1 0.1
```
Forces are in eV/Å.

Output
- highest occupied orbital energy (eV) = -9.49

For the records above, the corresponding ΔE to the lowest compared entry with this formula, charge and spin values read 0.0 0.0 kcal/mol.